Entry 1:
{"formula": "C6H13N", "method": "ωB97M-V/def2-TZVPD", "relative_energy_kj_mol": 96.0, "spin_multiplicity": 1, "gap_ev": 9.88, "energy_ev": -7921.838, "homo_ev": -8.690, "symbols": ["C", "C", "N", "C", "C", "C", "C", "H", "H", "H", "H", "H", "H", "H", "H", "H", "H", "H", "H", "H"], "xyz": [[-0.816, -1.517, 0.728], [0.598, -1.369, 0.239], [0.933, -2.452, -0.647], [0.877, 0.125, -0.463], [0.356, 1.273, 0.305], [-1.217, 1.630, 0.282], [-0.185, 2.498, -0.371], [-1.184, -0.590, 1.208], [-1.517, -1.701, -0.085], [-0.869, -2.336, 1.443], [1.302, -1.399, 1.077], [0.310, -2.468, -1.447], [1.886, -2.388, -0.984], [0.437, 0.075, -1.457], [1.964, 0.193, -0.561], [0.805, 1.405, 1.284], [-1.878, 1.078, -0.370], [-1.676, 1.980, 1.195], [-0.159, 2.503, -1.453], [0.032, 3.462, 0.076]], "atomic_forces_ev_per_a": [[-0.5, 0.6, 0.6], [0.7, 2.4, -0.8], [0.1, -0.4, -0.2], [-0.4, -2.5, 0.7], [-2.3, 0.7, 0.4], [1.8, -0.1, -0.2], [0.3, 0.3, 0.1], [0.4, -0.6, 0.0], [0.1, -0.2, -0.2], [-0.2, -0.1, -0.1], [-0.2, -0.1, 0.1], [0.1, 0.0, 0.0], [-0.1, 0.0, 0.0], [0.0, 0.1, -0.2], [0.0, 0.0, -0.2], [0.0, 0.2, 0.0], [0.1, -0.2, 0.0], [0.1, 0.0, 0.1], [0.0, 0.0, 0.0], [0.0, 0.0, -0.1]], "mulliken_charge": [-1.226, 0.291, -0.676, -0.884, 0.027, -0.751, -0.632, 0.339, 0.325, 0.300, 0.297, 0.261, 0.259, 0.270, 0.333, 0.365, 0.299, 0.293, 0.238, 0.272]}



Entry 2:
{"formula": "C6H13N", "method": "ωB97M-V/def2-TZVPD", "relative_energy_kj_mol": 211.5, "spin_multiplicity": 1, "gap_ev": 9.40, "energy_ev": -7920.641, "homo_ev": -8.662, "symbols": ["C", "C", "C", "C", "C", "C", "N", "H", "H", "H", "H", "H", "H", "H", "H", "H", "H", "H", "H", "H"], "xyz": [[-1.300, 0.467, -1.408], [-0.692, 1.096, -0.375], [-0.652, 2.597, -0.215], [0.481, 0.295, 0.277], [0.347, -1.218, 0.227], [1.665, -1.990, 0.233], [-0.670, -1.767, 1.192], [-0.898, -0.266, -2.171], [-2.359, 0.769, -1.532], [-1.495, 3.088, -0.772], [-0.761, 2.905, 0.844], [0.323, 3.009, -0.440], [1.420, 0.630, -0.233], [0.650, 0.614, 1.319], [-0.108, -1.373, -0.734], [1.795, -2.484, -0.723], [1.747, -2.569, 1.180], [2.517, -1.331, 0.333], [-0.495, -1.236, 2.057], [-1.515, -1.237, 0.941]], "atomic_forces_ev_per_a": [[-1.6, 0.7, -0.4], [2.6, -1.7, -1.0], [-2.4, 0.2, 1.7], [0.9, 1.5, -0.2], [-0.7, -0.2, -0.3], [0.1, 0.6, 1.3], [0.3, 1.9, 0.1], [-0.6, 0.1, 1.9], [0.9, 0.5, -1.1], [1.1, -0.4, 0.3], [-0.2, -0.2, -0.2], [0.2, -0.2, -0.8], [-0.5, -0.4, 0.2], [-0.3, 0.1, -0.1], [-0.1, -0.5, -0.4], [0.1, -0.8, 0.4], [-0.2, -0.4, -1.1], [0.2, 0.5, -0.2], [0.4, -0.7, 0.2], [-0.1, -0.6, -0.3]], "mulliken_charge": [-0.918, 0.720, -1.215, -1.005, 0.751, -1.347, -0.775, 0.278, 0.282, 0.327, 0.316, 0.290, 0.372, 0.310, 0.017, 0.296, 0.343, 0.341, 0.297, 0.320]}



Entry 3:
{"formula": "C6H13N", "method": "ωB97M-V/def2-TZVPD", "relative_energy_kj_mol": 466.9, "spin_multiplicity": 1, "gap_ev": 7.78, "energy_ev": -7917.994, "homo_ev": -6.809, "symbols": ["C", "C", "C", "C", "C", "C", "N", "H", "H", "H", "H", "H", "H", "H", "H", "H", "H", "H", "H", "H"], "xyz": [[0.114, 0.397, -0.565], [-0.258, 0.835, 0.701], [1.514, 0.436, -1.070], [-1.363, -2.373, 0.461], [-0.277, 2.749, -0.060], [-0.072, -1.602, 0.383], [1.069, -2.062, 0.635], [-0.667, 0.345, -1.318], [1.096, -3.070, 0.859], [0.499, 0.912, 1.470], [-1.286, 0.714, 1.010], [1.608, 1.036, -1.974], [2.212, 0.794, -0.315], [1.802, -0.603, -1.273], [-2.057, -1.859, 1.131], [-1.838, -2.423, -0.522], [-1.221, -3.401, 0.825], [0.734, 3.117, 0.082], [-0.618, 2.862, -1.086], [-0.992, 3.195, 0.627]], "atomic_forces_ev_per_a": [[-0.2, -5.0, 0.3], [-0.5, 5.8, -0.9], [0.1, -0.4, 0.3], [-0.2, 0.3, 0.0], [-0.3, -1.5, 2.2], [0.8, 0.3, -2.0], [0.2, 0.0, -0.3], [0.0, 0.0, 0.1], [-0.2, 0.4, 0.4], [-0.1, -0.2, 0.0], [0.1, -0.1, 0.1], [0.0, 0.0, 0.0], [-0.1, 0.1, 0.0], [0.1, 0.2, -0.2], [-0.1, -0.1, 0.0], [0.0, 0.1, 0.0], [0.1, 0.2, 0.0], [0.0, 0.1, 0.0], [0.0, -0.5, 0.0], [0.1, 0.4, -0.1]], "mulliken_charge": [0.315, -0.769, -1.297, -1.169, -1.106, 0.408, -0.618, 0.381, 0.228, 0.299, 0.341, 0.367, 0.302, 0.390, 0.262, 0.260, 0.391, 0.295, 0.345, 0.376]}



Entry 4:
{"formula": "C6H13N", "method": "ωB97M-V/def2-TZVPD", "relative_energy_kj_mol": 119.0, "spin_multiplicity": 1, "gap_ev": 10.70, "energy_ev": -7921.599, "homo_ev": -9.511, "symbols": ["C", "C", "N", "C", "H", "H", "H", "H", "H", "H", "H", "C", "C", "C", "H", "H", "H", "H", "H", "H"], "xyz": [[-1.526, 1.691, 0.236], [-1.383, 0.226, 0.514], [-1.477, -0.652, -0.393], [-1.379, -2.037, 0.015], [-2.469, 2.056, 0.663], [-0.711, 2.258, 0.702], [-1.524, 1.873, -0.841], [-1.213, -0.056, 1.569], [-0.518, -2.506, -0.475], [-1.277, -2.172, 1.105], [-2.273, -2.572, -0.324], [1.531, 1.209, -1.250], [1.775, 0.693, -0.050], [1.898, -0.771, 0.250], [1.450, 2.283, -1.401], [1.386, 0.575, -2.121], [1.909, 1.370, 0.797], [2.923, -1.023, 0.548], [1.243, -1.067, 1.080], [1.633, -1.376, -0.623]], "atomic_forces_ev_per_a": [[0.0, 0.0, -0.1], [-0.1, -0.1, -0.2], [0.0, 0.3, 0.4], [0.0, -0.2, 0.0], [0.1, 0.0, 0.0], [-0.1, -0.1, -0.1], [0.0, 0.0, 0.2], [-0.1, 0.0, -0.1], [-0.1, 0.1, 0.0], [0.0, 0.0, -0.2], [0.1, 0.1, 0.1], [0.0, 0.0, 0.2], [0.1, 0.1, -0.1], [0.0, -0.1, 0.0], [0.0, -0.2, 0.0], [0.0, 0.0, 0.1], [0.0, -0.1, -0.1], [-0.1, 0.0, 0.0], [0.1, 0.1, -0.1], [0.1, 0.1, 0.1]], "mulliken_charge": [-1.114, 0.167, -0.387, -0.767, 0.381, 0.258, 0.269, 0.356, 0.216, 0.306, 0.310, -0.750, 0.058, -0.952, 0.289, 0.237, 0.331, 0.372, 0.205, 0.213]}



Entry 5:
{"formula": "C6H13N", "method": "ωB97M-V/def2-TZVPD", "relative_energy_kj_mol": 41.7, "spin_multiplicity": 1, "gap_ev": 10.28, "energy_ev": -7922.401, "homo_ev": -9.213, "symbols": ["C", "C", "C", "C", "C", "N", "C", "H", "H", "H", "H", "H", "H", "H", "H", "H", "H", "H", "H", "H"], "xyz": [[2.953, -0.088, -0.627], [1.516, -0.140, -0.113], [0.419, 0.515, -0.966], [-0.836, 0.225, -0.180], [-1.544, -1.082, -0.483], [-1.079, 1.024, 0.778], [-2.152, 0.767, 1.706], [3.480, 0.760, -0.180], [3.504, -0.995, -0.354], [3.004, 0.017, -1.715], [1.215, -1.177, 0.092], [1.454, 0.381, 0.846], [0.561, 1.599, -1.019], [0.376, 0.119, -1.989], [-1.013, -1.633, -1.265], [-1.602, -1.729, 0.400], [-2.568, -0.902, -0.827], [-2.945, 1.498, 1.515], [-2.585, -0.242, 1.663], [-1.788, 0.945, 2.724]], "atomic_forces_ev_per_a": [[0.1, 0.0, -0.1], [0.0, 0.0, 0.1], [0.0, 0.0, 0.0], [0.0, 0.2, 0.2], [-0.1, 0.0, 0.0], [-0.1, -0.2, -0.3], [-0.2, 0.0, 0.1], [0.0, 0.0, -0.2], [-0.1, 0.2, 0.0], [0.0, 0.0, 0.1], [0.1, 0.1, -0.1], [0.1, -0.2, 0.0], [0.1, -0.2, 0.0], [0.1, 0.0, 0.2], [-0.1, 0.1, 0.1], [0.0, 0.1, -0.1], [0.1, 0.0, 0.0], [0.0, -0.1, 0.1], [0.0, 0.1, 0.0], [-0.1, 0.0, -0.2]], "mulliken_charge": [-1.157, -0.363, -0.651, 0.865, -1.438, -0.509, -0.814, 0.300, 0.317, 0.306, 0.267, 0.262, 0.318, 0.338, 0.349, 0.377, 0.395, 0.261, 0.293, 0.286]}



Entry 6:
{"formula": "C6H13N", "method": "ωB97M-V/def2-TZVPD", "total_charge": 1, "relative_energy_kj_mol": 341.0, "spin_multiplicity": 2, "gap_ev": [10.09, 5.00], "energy_ev": -7911.678, "homo_ev": [-14.256, -13.607], "symbols": ["C", "N", "C", "C", "C", "C", "C", "H", "H", "H", "H", "H", "H", "H", "H", "H", "H", "H", "H", "H"], "xyz": [[-0.836, 1.510, 1.271], [-0.475, 0.127, 0.620], [0.224, 0.370, -0.637], [0.999, -1.015, -0.975], [-0.017, -2.033, -1.273], [-0.452, -2.390, -2.523], [0.047, 1.882, 2.393], [-1.880, 1.544, 1.507], [-0.748, 2.176, 0.397], [0.281, -0.225, 1.203], [-0.568, 0.651, -1.339], [0.997, 1.152, -0.848], [1.914, -1.007, -1.578], [1.309, -1.210, 0.059], [-0.704, -2.324, -0.485], [-1.189, -3.147, -2.710], [-0.147, -1.927, -3.448], [0.386, 2.904, 2.477], [-0.179, 1.597, 3.464], [1.036, 1.366, 2.427]], "atomic_forces_ev_per_a": [[-0.4, -0.8, -2.3], [1.9, 2.3, 0.5], [-1.3, -0.9, -0.9], [0.0, -0.8, 1.3], [-0.5, 1.2, -0.6], [0.1, -0.2, -0.7], [2.5, -0.8, 3.0], [-0.5, -0.4, 0.4], [0.1, 0.3, 0.7], [-0.5, -0.3, 0.6], [0.1, -0.2, -0.4], [0.0, -0.5, 1.0], [-0.7, 0.4, -0.3], [0.5, -0.2, -0.3], [0.2, 0.0, 0.4], [-0.3, -0.4, 0.4], [0.5, 0.4, 0.0], [-0.5, 0.6, -0.4], [-1.0, 0.3, -1.3], [-0.3, 0.1, -1.0]], "lowdin_spin": [0.014, 0.111, 0.115, 0.067, 0.213, 0.370, 0.006, 0.000, 0.000, 0.001, 0.005, 0.038, 0.000, 0.006, 0.016, 0.018, 0.018, 0.002, 0.000, 0.001]}



Entry 7:
{"formula": "C6H13N", "method": "ωB97M-V/def2-TZVPD", "total_charge": 1, "relative_energy_kj_mol": 201.1, "spin_multiplicity": 2, "gap_ev": [9.75, 4.75], "energy_ev": -7913.128, "homo_ev": [-13.005, -12.952], "symbols": ["C", "C", "C", "C", "C", "N", "C", "H", "H", "H", "H", "H", "H", "H", "H", "H", "H", "H", "H", "H"], "xyz": [[0.202, -0.274, -0.294], [-0.193, -1.476, 0.580], [-1.015, -2.453, -0.221], [-2.245, -2.201, -0.634], [1.324, 0.538, 0.409], [0.945, 1.839, 0.844], [0.437, 2.772, -0.123], [-0.626, 0.380, -0.548], [0.666, -0.730, -1.167], [0.696, -1.984, 0.957], [-0.709, -1.151, 1.490], [-0.465, -3.228, -0.747], [-2.790, -1.277, -0.455], [-2.734, -2.831, -1.370], [1.711, 0.008, 1.284], [2.205, 0.607, -0.246], [1.694, 2.243, 1.410], [-0.634, 2.705, -0.338], [1.005, 2.710, -1.056], [0.527, 3.803, 0.226]], "atomic_forces_ev_per_a": [[1.3, -0.5, 0.5], [-0.5, -0.1, 0.6], [0.2, 0.7, -0.7], [-0.4, 0.2, -0.8], [-1.1, -1.1, 0.8], [2.0, 0.4, -1.6], [-0.9, 1.6, 0.1], [-0.1, -0.2, -0.2], [-0.4, 0.4, -0.4], [0.2, 0.1, -0.2], [-0.2, 0.1, -0.2], [-0.1, -0.4, 0.5], [0.1, -0.2, 0.6], [0.1, -0.2, 0.2], [0.0, 0.0, 0.0], [0.0, 0.5, -0.2], [-0.6, 0.1, 0.7], [0.1, -0.7, 0.0], [-0.1, -0.4, 0.0], [0.3, -0.2, 0.3]], "lowdin_spin": [0.024, 0.009, 0.004, 0.011, 0.097, 0.632, 0.079, 0.000, 0.000, 0.001, 0.000, 0.000, 0.000, 0.001, 0.011, 0.062, 0.014, 0.020, 0.035, 0.000]}



Entry 8:
{"formula": "C6H13N2", "method": "ωB97M-V/def2-TZVPD", "total_charge": 1, "relative_energy_kj_mol": 320.6, "spin_multiplicity": 1, "gap_ev": 10.29, "energy_ev": -9403.545, "homo_ev": -13.852, "symbols": ["C", "C", "C", "C", "C", "C", "N", "N", "H", "H", "H", "H", "H", "H", "H", "H", "H", "H", "H", "H", "H"], "xyz": [[3.694, 1.505, -0.239], [-0.574, -0.104, -0.046], [-2.637, 0.210, -1.358], [-2.640, 0.149, 1.306], [1.091, -1.788, -0.090], [-1.906, 0.016, -0.107], [2.955, 0.846, 0.547], [0.616, -0.533, 0.173], [4.720, 1.585, -0.091], [3.221, 2.173, -0.968], [-3.254, -0.630, -1.700], [-2.080, 0.672, -2.180], [-3.328, 1.071, -1.092], [-2.307, 1.100, 1.824], [-3.748, 0.258, 1.043], [-2.520, -0.641, 2.037], [1.745, -2.102, 0.750], [1.622, -1.782, -1.126], [0.266, -2.487, -0.396], [3.593, 0.441, 1.242], [1.471, 0.041, 0.470]], "atomic_forces_ev_per_a": [[-2.3, 1.2, -0.3], [-0.5, -0.9, 0.9], [-1.7, 2.7, -0.4], [-1.0, 1.4, -1.2], [0.6, -4.4, -2.9], [2.9, -0.7, 2.3], [0.8, -0.6, 0.6], [-2.1, 3.8, 0.3], [1.9, 0.1, 0.1], [0.2, -0.5, -0.2], [0.3, 0.1, 0.3], [0.3, -0.7, 0.1], [0.2, -1.1, -0.5], [-0.4, -1.0, -0.8], [1.5, -0.2, 0.6], [0.2, -0.4, -0.3], [-0.4, -0.3, -0.9], [-0.1, 0.2, 2.0], [0.6, 0.3, 1.2], [-0.5, -0.3, 0.1], [-0.8, 1.2, -0.5]], "mulliken_charge": [-0.259, 0.207, -1.233, -1.157, -0.824, 0.673, -0.508, -0.032, 0.269, 0.231, 0.302, 0.381, 0.366, 0.332, 0.350, 0.363, 0.285, 0.324, 0.368, 0.188, 0.376]}